[1]
Computed, not measured: a single C3H5NO4 molecule in a non-equilibrium geometry, with ωB97M-V/def2-TZVPD.

## Properties
M	119.08	g/mol

Geometry (Å):
1 O 0.19597 -1.92014 0.66831
2 C -1.12183 -0.03184 -0.13494
3 H -0.72794 1.68753 0.71473
4 O 1.90238 -0.64333 -0.70547
5 H -2.01888 1.67052 -0.50798
6 H 2.57099 -0.22049 -1.22204
7 H -0.08801 -0.08633 1.75323
8 C 0.04252 -0.49336 0.67549
9 O -1.70340 -0.73548 -0.88557
10 H -0.11198 -2.15862 -0.15556
11 C 1.17935 0.24500 -0.05704
12 O 1.25275 1.44422 -0.24518
13 N -1.37193 1.24232 0.10203

=====

[2]
Computed, not measured: 2 unconnected molecules or ions with the total composition C6H12NO in a non-equilibrium geometry, with ωB97M-V/def2-TZVPD.

## Properties
net charge	+1
M	114.17	g/mol

Geometry (Å):
1 O 0.31791 -2.11231 -0.18763
2 N 0.37827 0.17932 -0.03617
3 H 0.86539 -0.86269 -1.61805
4 H 1.29323 0.54640 1.70927
5 H -0.41062 1.53686 1.22881
6 H 2.09967 1.39725 0.52138
7 H -2.80370 1.20230 -0.32380
8 C -1.78482 -0.71423 -0.04666
9 C 1.63377 0.41369 0.72917
10 H 1.50512 0.81928 -1.55839
11 H 2.38775 -0.47192 0.68069
12 H -0.05154 -1.11514 1.97873
13 H -0.39718 2.12345 -0.37132
14 C -0.41817 -1.09559 0.34970
15 H -0.02532 -2.97471 0.11626
16 C 0.72201 0.14523 -1.42673
17 H -0.21207 0.42123 -2.08656
18 C -1.88710 0.63355 0.03383
19 C -0.56585 1.30801 0.23030
20 H -2.64675 -1.37998 0.07716

=====

In the order shown, the computed relative energy (zero: lowest compared OMol25 entry of this formula, charge and spin) values come out to 0.647, 3.470 eV.
In the order shown, the computed HOMO values come out to -10.370, -13.970 eV.